1.
A cluster of 3 separate species, C3H13NO2S in total, computed with ωB97M-V/def2-TZVPD.

Structure (XYZ):
```
20
Properties=species:S:1:pos:R:3:lowdin_charge:R:1
C 2.698 0.269 -1.919 -0.300
C 1.195 -0.040 -2.039 -0.251
C 0.689 -0.835 -0.797 -0.566
S -0.486 -2.180 -1.233 0.673
N 3.099 0.791 -0.612 0.005
H 2.926 1.014 -2.687 0.105
H 3.283 -0.604 -2.206 0.100
H 0.716 0.937 -2.076 0.109
H 1.072 -0.712 -2.884 0.076
H 0.171 -0.165 -0.133 0.056
H 1.537 -1.354 -0.360 0.059
H 0.074 -2.493 -2.408 -0.157
H 2.334 0.781 0.012 0.030
H 3.463 1.726 -0.665 0.061
H -3.502 -1.516 2.389 0.050
H -2.967 -0.258 2.908 0.041
O -3.803 -0.750 2.897 -0.059
H -3.937 1.030 3.874 -0.007
H -4.717 2.368 4.017 0.032
O -3.845 1.990 3.920 -0.057
```

Its calculated total energy is -725.4876 Ha. Its energy above the lowest of the compared OMol25 structures with the same formula, charge and spin is 21.2 kcal/mol. The net charge is 0. Its SMILES is NCCCS.O.O. The highest occupied orbital energy is -9.192 eV. As for the spin multiplicity: 1.

2.
A structure of composition C15H14N4O2RuS2, computed with ωB97M-V/def2-TZVPD.

Structure (XYZ):
```
38
Properties=species:S:1:pos:R:3:lowdin_charge:R:1
Ru 0.339 -0.653 0.633 0.845
C -2.790 1.595 2.658 0.027
C -1.593 1.056 1.958 -0.198
N -1.399 -0.168 1.598 -0.114
N -2.267 -1.193 1.884 0.046
C -1.772 -2.446 1.860 -0.707
N -2.541 -3.446 2.235 0.174
S -0.135 -2.759 1.372 0.774
C -0.435 1.935 1.658 -0.189
C -0.398 3.276 1.971 0.039
C 0.774 3.995 1.731 0.020
C 1.873 3.349 1.201 0.020
C 1.777 1.995 0.897 -0.036
N 0.649 1.319 1.109 -0.039
H -3.506 0.833 2.954 0.082
H -3.304 2.309 2.012 0.121
H -2.484 2.125 3.561 0.115
H -3.196 -0.987 2.233 0.165
H -3.478 -3.326 2.594 0.147
H -2.184 -4.390 2.192 0.136
H -1.258 3.765 2.406 0.130
H 0.819 5.049 1.970 0.137
H 2.801 3.871 1.015 0.136
H 2.602 1.429 0.480 0.132
O 3.977 -1.105 -1.248 0.128
C 2.781 -1.094 -1.144 -0.563
O 2.180 -0.933 0.015 -0.234
C 1.940 -1.259 -2.394 -0.110
C 2.624 -1.602 -3.537 0.028
C 1.962 -1.756 -4.755 0.017
C 0.595 -1.544 -4.868 -0.029
C -0.115 -1.180 -3.751 -0.093
C 0.548 -1.045 -2.510 -0.527
S -0.525 -0.570 -1.270 0.911
H 3.691 -1.750 -3.463 0.139
H 2.532 -2.041 -5.630 0.132
H 0.097 -1.657 -5.820 0.128
H -1.180 -0.996 -3.810 0.108
```

Its calculated total energy is -1840.2416 Ha. Its energy above the lowest of the compared OMol25 structures with the same formula, charge and spin is 0.0 kcal/mol. The net charge is +2. The highest occupied orbital energy (spin up / spin down) is -14.865 / -14.864 eV. As for the spin multiplicity: 1.

3.
A structure of composition C34H66FeN2O13, computed with ωB97M-V/def2-TZVPD.

Structure (XYZ):
```
116
Properties=species:S:1:pos:R:3:lowdin_charge:R:1
Fe -2.227 -1.913 0.561 1.096
C 1.279 -2.712 2.123 -0.098
C 0.493 -3.724 1.268 -0.357
O -0.699 -3.207 0.706 -0.336
H 2.275 -3.101 2.333 0.075
H 0.774 -2.313 3.003 0.075
H 1.579 -1.838 1.544 0.023
H 0.547 -4.579 1.941 0.106
H 1.138 -3.971 0.425 0.095
C 0.947 0.008 -0.612 -0.070
C -0.429 0.577 -0.666 -0.331
O -1.450 -0.318 -0.440 -0.120
H 1.634 0.567 -1.247 0.089
H 0.888 -1.029 -0.943 0.066
H 1.202 0.065 0.446 0.070
H -0.575 1.047 -1.638 0.134
H -0.465 1.469 -0.041 0.109
C 2.032 -2.371 -3.182 -0.011
C 1.082 -2.319 -4.412 -0.338
C 1.765 -1.676 -5.623 -0.069
O 1.457 -2.684 -6.599 0.062
C 1.172 -3.894 -6.022 -0.497
O 1.075 -5.031 -6.529 0.121
O 0.928 -3.637 -4.762 0.077
H 2.090 -1.365 -2.766 0.060
H 3.031 -2.679 -3.493 0.092
H 1.570 -3.112 -2.530 0.084
H 0.125 -1.829 -4.233 0.145
H 2.847 -1.638 -5.496 0.132
H 1.383 -0.675 -5.823 0.139
C 4.002 -1.658 -0.126 -0.016
C 5.437 -2.134 0.237 -0.281
C 6.082 -2.773 -0.894 -0.129
O 7.325 -2.138 -0.864 0.086
C 7.262 -0.982 -0.198 -0.612
O 8.220 -0.230 -0.156 0.143
O 6.141 -0.892 0.395 0.130
H 3.984 -1.219 -1.124 0.076
H 3.639 -0.893 0.561 0.082
H 3.393 -2.562 -0.109 0.079
H 5.539 -2.716 1.153 0.168
H 5.650 -2.414 -1.828 0.131
H 6.114 -3.861 -0.960 0.153
C 1.397 3.993 -1.553 -0.003
C 1.722 5.508 -1.415 -0.296
C 2.833 6.102 -2.247 -0.099
O 2.224 6.758 -3.313 0.115
C 0.946 6.775 -3.068 -0.615
O 0.192 7.299 -3.888 0.121
O 0.615 6.117 -2.006 0.110
H 0.574 3.725 -0.892 0.050
H 2.289 3.438 -1.262 0.084
H 1.118 3.714 -2.569 0.094
H 1.892 5.799 -0.378 0.137
H 3.471 5.377 -2.752 0.144
H 3.374 6.767 -1.573 0.141
C -5.812 -4.672 0.251 -0.019
C -4.282 -4.452 0.519 -0.376
C -3.612 -5.886 0.335 -0.110
C -3.253 -6.337 -1.072 -0.175
C -2.561 -5.201 -1.766 -0.134
C -3.315 -3.819 -1.756 -0.445
N -3.564 -3.392 -0.338 -0.136
O -4.130 -2.117 -0.294 -0.052
C -2.186 -2.897 -2.365 -0.030
C -4.576 -3.876 -2.591 0.002
C -4.210 -4.006 2.055 -0.038
H -5.937 -5.486 -0.462 0.077
H -6.296 -3.784 -0.156 0.077
H -6.342 -5.032 1.132 0.098
H -2.685 -5.751 0.893 0.119
H -4.232 -6.665 0.779 0.130
H -4.152 -6.641 -1.610 0.110
H -2.617 -7.221 -1.121 0.129
H -2.513 -5.458 -2.824 0.132
H -1.515 -5.095 -1.476 0.120
H -1.210 -3.015 -1.894 0.065
H -2.006 -3.110 -3.419 0.094
H -2.564 -1.881 -2.254 0.072
H -4.513 -3.921 -3.678 0.110
H -5.131 -4.764 -2.288 0.073
H -5.203 -3.018 -2.351 0.084
H -3.251 -3.681 2.459 0.057
H -4.372 -4.830 2.750 0.095
H -4.795 -3.186 2.469 0.082
H -5.075 -2.184 -0.450 0.116
C -0.082 7.449 3.783 -0.028
C 0.122 5.920 3.961 -0.455
C -0.696 5.383 5.192 -0.129
C -0.718 3.842 5.262 -0.153
C -1.353 3.272 3.938 -0.126
C -0.702 3.794 2.660 -0.507
N -0.279 5.220 2.707 -0.109
O 0.437 5.615 1.575 -0.020
C 0.514 2.878 2.420 -0.028
C -1.646 3.707 1.507 -0.051
C 1.634 5.642 4.332 -0.031
H 0.053 7.874 4.778 0.089
H -1.038 7.674 3.311 0.084
H 0.608 7.868 3.051 0.075
H -0.273 5.630 6.166 0.117
H -1.701 5.795 5.105 0.119
H -1.326 3.527 6.110 0.110
H 0.291 3.438 5.351 0.099
H -2.434 3.402 3.905 0.114
H -1.258 2.192 4.049 0.107
H 1.093 3.141 1.535 0.070
H 1.208 3.069 3.238 0.071
H 0.257 1.823 2.321 0.073
H -2.529 4.332 1.639 0.097
H -1.209 3.955 0.540 0.067
H -2.015 2.714 1.249 0.073
H 1.942 4.599 4.398 0.061
H 1.911 6.215 5.217 0.083
H 2.295 6.072 3.580 0.073
H -0.096 6.310 1.182 0.110
```

Its calculated total energy is -3685.9393 Ha. The net charge is +1. The highest occupied orbital energy (spin up / spin down) is -10.232 / -10.232 eV. As for the spin multiplicity: 6.

4.
The molecule C5H7NO, computed with ωB97M-V/def2-TZVPD.

Structure (XYZ):
```
14
Properties=species:S:1:pos:R:3:lowdin_charge:R:1
C -0.991 1.436 0.885 -0.015
C -0.520 0.208 0.187 -0.283
C 0.698 -0.230 -0.238 -0.296
N 1.959 0.397 -0.113 0.081
C 0.465 -1.466 -0.932 -0.015
C -0.870 -1.679 -0.864 -0.128
O -1.488 -0.673 -0.205 0.023
H -0.293 1.750 1.667 0.080
H -1.122 2.276 0.193 0.084
H -1.959 1.240 1.354 0.084
H 2.558 -0.087 0.548 0.084
H 1.874 1.363 0.180 0.074
H 1.206 -2.075 -1.433 0.108
H -1.518 -2.460 -1.229 0.118
```

Its calculated total energy is -324.6967 Ha. Its energy above the lowest of the compared OMol25 structures with the same formula, charge and spin is 17.4 kcal/mol. The net charge is 0. Its SMILES is Cc1occc1N. The highest occupied orbital energy is -8.031 eV. As for the spin multiplicity: 1.

5.
The molecule C3H5N3, computed with ωB97M-V/def2-TZVPD.

Structure (XYZ):
```
11
Properties=species:S:1:pos:R:3:lowdin_charge:R:1
N 0.676 0.894 -1.759 0.093
C 0.289 0.296 -0.565 -0.425
N 0.778 0.761 0.570 0.065
N 0.115 0.073 1.543 -0.032
C -0.783 -0.766 1.032 -0.156
C -0.693 -0.752 -0.350 -0.079
H -0.014 0.856 -2.496 0.084
H 1.025 1.838 -1.628 0.087
H 0.513 0.038 2.466 0.145
H -1.444 -1.418 1.589 0.115
H -0.463 -1.820 -0.401 0.103
```

Its calculated total energy is -281.5134 Ha. Its energy above the lowest of the compared OMol25 structures with the same formula, charge and spin is 48.1 kcal/mol. The net charge is 0. Its SMILES is Nc1cc[nH]n1. The highest occupied orbital energy is -8.319 eV. As for the spin multiplicity: 1.

6.
The molecule C5H2O2, computed with ωB97M-V/def2-TZVPD.

Structure (XYZ):
```
9
Properties=species:S:1:pos:R:3:lowdin_charge:R:1
C 0.235 -0.527 0.612 -0.080
C 0.139 -1.072 1.816 -0.054
C 0.072 -1.807 2.804 -0.284
C -2.157 1.277 1.999 0.287
C -0.678 0.500 0.129 -0.105
O -0.095 -2.317 3.836 0.116
O -1.570 0.947 1.037 -0.077
H 0.977 -0.738 -0.036 0.070
H -0.941 0.922 -0.864 0.127
```

Its calculated total energy is -341.9564 Ha. Its energy above the lowest of the compared OMol25 structures with the same formula, charge and spin is 74.4 kcal/mol. The net charge is 0. The highest occupied orbital energy (spin up / spin down) is -8.144 / -8.143 eV. As for the spin multiplicity: 1.